The following is a quantum chemistry calculation of a molecular structure, C46H41AlClN5OP2Se2Si, from the OMol25 dataset.

The calculation puts the HOMO energy at -7.728 eV. The maximum force comes out at 0.0170 hartree/bohr. The HOMO-LUMO gap comes out at 6.76 eV. The calculation puts the total energy at -8604.43933 Ha.

Each line ends with the Mulliken charge.
Atoms and positions in Å:
Al (-0.09, 0.69, 0.02)  -0.042
Cl (-2.57, -0.30, -6.58)  -0.244
C (-1.75, 0.18, -5.12)  -0.051
C (-1.32, 1.50, -4.98)  -0.437
C (-0.68, 1.91, -3.84)  -0.388
C (-0.47, 1.03, -2.76)  0.132
O (0.10, 1.46, -1.66)  -0.435
C (-0.84, -0.33, -2.96)  0.391
C (-0.29, -1.33, -2.09)  0.064
N (0.25, -1.01, -0.97)  0.839
C (1.21, -1.80, -0.32)  0.147
C (1.34, -3.16, -0.29)  -0.666
C (2.44, -3.74, 0.39)  -0.894
C (3.38, -2.97, 1.00)  -1.004
C (3.27, -1.56, 0.99)  0.757
C (4.20, -0.67, 1.58)  -0.706
C (3.99, 0.68, 1.52)  -0.935
C (2.82, 1.16, 0.90)  -0.122
N (1.94, 0.37, 0.33)  0.389
C (2.17, -0.98, 0.34)  1.046
C (-1.49, -0.74, -4.14)  -1.013
H (-1.50, 2.21, -5.78)  0.406
H (-0.34, 2.93, -3.73)  0.506
H (-0.19, -2.35, -2.48)  0.355
H (0.60, -3.78, -0.77)  0.265
H (2.52, -4.82, 0.42)  0.451
H (4.23, -3.43, 1.51)  0.454
H (5.07, -1.07, 2.09)  0.476
H (4.68, 1.38, 1.97)  0.399
H (2.59, 2.22, 0.91)  0.540
H (-1.75, -1.78, -4.28)  0.446
Se (-2.43, 1.20, 6.15)  -0.368
P (-1.60, -0.65, 5.59)  0.526
C (-2.72, -2.02, 6.01)  0.817
C (-4.10, -1.79, 5.96)  -0.721
C (-4.99, -2.76, 6.38)  -0.884
C (-4.51, -3.96, 6.90)  -0.605
C (-3.15, -4.18, 6.99)  -0.898
C (-2.25, -3.22, 6.54)  -0.048
C (-0.03, -1.10, 6.40)  0.337
C (0.29, -0.52, 7.62)  -0.686
C (1.46, -0.89, 8.28)  -0.628
C (2.30, -1.83, 7.71)  -0.542
C (1.99, -2.40, 6.49)  -0.777
C (0.83, -2.04, 5.83)  -0.216
C (-1.10, -0.68, 3.83)  0.321
C (-1.45, -1.22, 2.59)  -0.578
N (-0.59, -0.69, 1.69)  1.344
N (0.23, 0.11, 2.35)  0.099
N (-0.04, 0.14, 3.63)  -1.385
P (-2.77, -2.28, 1.96)  0.927
Se (-2.93, -2.26, -0.14)  -0.322
C (-4.28, -1.66, 2.73)  0.752
C (-4.39, -0.30, 3.04)  -0.558
C (-5.60, 0.21, 3.49)  -0.893
C (-6.70, -0.62, 3.63)  -0.514
C (-6.59, -1.97, 3.30)  -0.955
C (-5.40, -2.49, 2.83)  -0.492
C (-2.42, -3.95, 2.60)  0.226
C (-1.56, -4.75, 1.85)  -0.437
C (-1.23, -6.03, 2.29)  -0.674
C (-1.77, -6.51, 3.47)  -0.805
C (-2.63, -5.72, 4.22)  -0.923
C (-2.95, -4.44, 3.79)  0.736
H (-4.46, -0.82, 5.63)  0.530
H (-6.05, -2.57, 6.33)  0.477
H (-5.21, -4.72, 7.24)  0.398
H (-2.77, -5.11, 7.41)  0.485
H (-1.19, -3.41, 6.62)  0.335
H (-0.38, 0.22, 8.04)  0.372
H (1.70, -0.44, 9.23)  0.403
H (3.22, -2.11, 8.23)  0.377
H (2.65, -3.14, 6.04)  0.446
H (0.59, -2.48, 4.86)  0.537
H (-3.54, 0.36, 2.94)  0.616
H (-5.67, 1.26, 3.73)  0.463
H (-7.64, -0.22, 3.98)  0.405
H (-7.46, -2.62, 3.39)  0.459
H (-5.33, -3.53, 2.54)  0.536
H (-1.19, -4.38, 0.90)  0.144
H (-0.57, -6.65, 1.70)  0.441
H (-1.52, -7.51, 3.81)  0.392
H (-3.06, -6.10, 5.14)  0.484
H (-3.62, -3.83, 4.38)  -0.012
C (-2.91, 3.33, -1.66)  -0.951
Si (-2.46, 3.30, 0.15)  0.163
C (-1.45, 4.83, 0.53)  -1.170
C (-4.06, 3.39, 1.13)  -1.090
C (-1.55, 1.79, 0.73)  -0.083
H (-3.68, 4.09, -1.82)  0.464
H (-3.31, 2.37, -2.01)  0.305
H (-2.06, 3.58, -2.30)  0.149
H (-2.03, 5.74, 0.35)  0.342
H (-0.54, 4.88, -0.08)  0.306
H (-1.15, 4.83, 1.59)  0.337
H (-4.72, 4.18, 0.75)  0.417
H (-3.87, 3.59, 2.19)  0.321
H (-4.61, 2.44, 1.06)  0.235
H (-2.32, 1.01, 0.84)  -0.683
H (-1.28, 2.03, 1.77)  0.350